Record 1
Formula: C28H52F3IO8S
Source: OMol25
Level of theory: ωB97M-V with the def2-TZVPD basis set

Geometry as XYZ:
```
93
Properties=species:S:1:pos:R:3:forces:R:3
C 5.24085 -1.29551 0.24828 -0.4 0.3 0.1
C 4.45096 -2.17184 -0.71569 0.9 0.0 -0.2
S 2.87143 -1.48385 -1.25629 -0.2 -0.1 0.1
C 3.43376 -0.26994 -2.48916 0.1 -0.1 0.5
C 2.83427 1.14265 -2.47335 0.1 0.9 -0.7
C 3.32201 2.10032 -1.38430 0.2 -0.6 0.5
C 3.18712 1.76644 0.10775 -0.2 0.5 0.4
C 1.83230 2.08710 0.78015 0.3 -0.2 0.0
C 0.99218 0.85808 1.14516 -0.1 0.3 0.6
C -0.49908 1.14744 1.29035 -0.2 -0.3 0.0
C -1.29152 -0.12508 1.67272 0.2 0.2 -0.4
C -2.63298 -0.28851 0.92058 -0.2 -0.5 0.8
C -2.76194 -1.61394 0.14112 0.0 0.1 -0.4
C -3.36948 -1.45123 -1.24918 0.0 0.1 0.7
O -4.78865 -1.56803 -1.16861 0.2 0.2 -0.8
C -5.32688 -0.82042 -2.25962 0.1 -0.1 0.2
O 3.48191 1.73214 -3.68251 0.1 0.0 0.3
C 2.75273 1.42180 -4.77145 -0.1 -0.4 1.3
O 3.06649 1.62693 -5.87962 0.4 0.2 -1.5
O 1.60500 0.82169 -4.37130 -0.4 0.4 0.0
C 1.37469 1.29812 -3.00332 0.5 -0.5 -0.8
I -0.13029 -0.03454 -2.32035 0.0 0.0 0.1
C 0.89937 2.74901 -3.17001 -0.8 0.1 0.4
C -0.09764 3.31565 -2.13128 0.3 -0.4 -0.5
C -1.42663 3.74562 -2.63790 -0.3 -0.7 -0.3
F -1.43002 4.61928 -3.67237 0.2 1.1 0.8
C -2.59847 3.43407 -2.06385 0.3 0.1 0.0
F -2.97310 2.19647 -1.79490 0.5 -0.1 1.2
F -3.51195 4.27810 -1.63051 -0.7 0.2 -1.1
H 5.55200 -0.36359 -0.23407 0.1 -0.1 0.0
H 4.59913 -1.00144 1.08322 0.2 -0.1 0.1
H 6.13079 -1.79377 0.63567 -0.1 -0.1 -0.1
H 4.26157 -3.15386 -0.27955 -0.3 0.1 0.1
H 5.07677 -2.35615 -1.59557 -0.2 -0.1 -0.1
H 4.50680 -0.13512 -2.33409 -0.1 0.0 0.0
H 3.31032 -0.70041 -3.48170 -0.1 0.0 0.0
H 4.39438 2.18691 -1.58431 -0.1 0.1 -0.1
H 2.90030 3.09484 -1.54018 0.0 -0.1 -0.2
H 3.91498 2.42027 0.59975 0.1 -0.1 -0.1
H 3.48934 0.74972 0.34604 0.0 0.0 -0.2
H 1.28029 2.81077 0.17243 -0.1 -0.1 0.0
H 2.05732 2.60368 1.71790 -0.1 0.1 -0.1
H 1.17549 0.01132 0.48229 -0.1 0.2 -0.2
H 1.32499 0.53596 2.14153 0.1 -0.2 -0.2
H -0.91322 1.53299 0.35292 0.1 0.1 0.0
H -0.64339 1.92046 2.05294 0.0 0.1 -0.1
H -1.45037 -0.14472 2.75275 0.0 -0.1 0.0
H -0.64446 -0.97618 1.43572 -0.1 -0.1 0.1
H -2.82123 0.57084 0.27268 0.1 -0.1 0.0
H -3.41780 -0.28913 1.68189 -0.1 0.2 -0.2
H -3.39166 -2.31774 0.69112 0.1 0.0 0.0
H -1.78447 -2.09463 0.02817 0.0 0.1 0.0
H -3.13421 -0.44324 -1.61678 0.1 -0.1 -0.1
H -2.95051 -2.17736 -1.95856 -0.2 -0.1 0.0
H -6.34166 -1.14411 -2.48621 0.0 0.0 0.2
H -5.29205 0.24028 -1.98620 -0.2 0.0 -0.2
H -4.71134 -0.95823 -3.15494 -0.1 0.0 -0.1
H 0.40552 2.78008 -4.14318 0.1 -0.1 0.0
H 1.75016 3.42534 -3.23453 0.1 -0.2 -0.1
H -0.27663 2.65154 -1.28545 0.1 0.0 -0.1
H 0.33471 4.23142 -1.70553 -0.1 0.0 0.1
C -8.68375 3.91969 1.42957 0.0 0.0 0.0
O -7.99492 3.79826 0.19968 0.0 0.0 0.1
C -6.58463 3.87582 0.33002 -0.1 0.0 -0.2
C -5.93755 2.51044 0.27106 0.3 0.0 0.2
O -6.28707 1.70661 1.38644 -0.2 0.0 -0.1
C -7.28051 0.74774 1.06237 0.1 -0.1 0.0
H -9.72282 3.64846 1.25004 0.0 0.0 0.0
H -8.26964 3.25425 2.19116 0.0 0.0 0.0
H -8.64841 4.95240 1.79381 0.0 0.0 0.0
H -6.30904 4.38286 1.26026 0.0 0.0 0.0
H -6.21468 4.47656 -0.50666 0.0 0.0 0.0
H -4.84993 2.63670 0.28863 0.0 0.0 0.0
H -6.20615 2.00362 -0.66127 0.0 0.0 0.0
H -6.84476 -0.04283 0.44123 -0.1 0.0 0.0
H -8.11957 1.20681 0.53366 0.0 0.0 0.0
H -7.64454 0.31134 1.99097 0.1 0.0 0.0
C 7.03820 -6.55249 3.26198 0.0 0.0 0.0
O 6.35768 -5.81634 4.26124 0.0 0.0 -0.1
C 6.30782 -4.42325 4.00546 0.0 -0.1 0.2
C 4.96138 -3.99805 3.46470 0.1 0.2 -0.2
O 4.71586 -4.53713 2.17428 0.0 -0.1 0.1
C 3.84013 -5.65158 2.19465 0.0 0.0 -0.1
H 6.84628 -7.60796 3.44680 0.0 0.0 0.0
H 6.68329 -6.29724 2.26035 0.0 0.0 0.0
H 8.11792 -6.37685 3.31856 0.0 0.0 0.0
H 7.10248 -4.12875 3.31229 0.0 0.0 0.0
H 6.48129 -3.91110 4.95702 0.0 0.0 0.0
H 4.95177 -2.90728 3.36790 0.0 0.0 0.0
H 4.16538 -4.28266 4.15923 0.0 0.0 0.0
H 2.81262 -5.33256 2.39956 0.0 0.0 0.0
H 4.14533 -6.38912 2.94026 0.0 0.0 0.0
H 3.87228 -6.11119 1.20797 0.0 0.0 0.0
```
Forces are in eV/Å.

## Properties
frontier orbital gap: 9.255 eV
SMILES: CCSC[C@@]1(CCCCCCCCCOC)OC(=O)O[C@]1(I)CCC(F)=C(F)F.COCCOC.COCCOC
LUMO level: 0.4 eV
HOMO energy: -8.88 eV
E: -2695.282033 Eh
2S+1: 1
charge: 0

---

Record 2
Formula: C5H11NO
Source: OMol25
Level of theory: ωB97M-V with the def2-TZVPD basis set

Geometry as XYZ:
```
18
Properties=species:S:1:pos:R:3:forces:R:3
C -1.98303 2.38424 0.16611 0.8 0.8 -1.1
C -0.43229 2.23057 -0.04283 -0.5 -2.2 0.5
C 0.01293 1.03997 0.75506 -0.8 2.5 1.6
C 0.65219 -0.07791 0.28330 0.7 -1.1 -0.7
N 1.08094 -1.16452 0.96754 -1.6 0.8 0.6
C 0.52435 -1.64385 2.03996 1.7 0.7 -2.0
H -2.18130 2.48009 1.23060 -0.5 -0.7 0.0
H -2.43250 1.61990 -0.46473 -0.6 -0.3 0.9
H -2.32312 3.33486 -0.26772 0.4 -0.2 0.0
H -0.00090 3.12491 0.39864 0.6 0.1 -0.4
H -0.17366 1.91163 -1.04385 0.1 1.3 -0.6
H -0.27274 1.17587 1.80898 0.5 -0.6 -0.1
H 0.83168 -0.13401 -0.78708 -0.1 -0.1 0.0
H 1.12551 -2.47746 2.36318 -0.5 -0.2 1.3
H -0.37937 -1.17981 2.43056 -0.2 -0.8 0.1
H 1.21857 -1.90793 -2.94969 1.1 0.3 0.3
H 0.50891 -3.27759 -2.77054 0.2 0.6 -0.3
O 0.47484 -2.41457 -3.22199 -1.2 -0.9 0.0
```
Forces are in eV/Å.

## Properties
frontier orbital gap (spin up / spin down): 8.956 / 6.132 eV
LUMO level (spin up / spin down): -5.4 / -8.3 eV
HOMO energy (spin up / spin down): -14.41 / -14.41 eV
expectation value of S²: 0.759
energy relative to the best compared isomer or geometry (same formula, charge and spin): 288.4 kJ/mol
E: -326.714251 Eh
2S+1: 2
charge: +1

---

Record 3
Formula: C22H23ClN4O2
Source: OMol25
Level of theory: ωB97M-V with the def2-TZVPD basis set

Geometry as XYZ:
```
52
Properties=species:S:1:pos:R:3:forces:R:3
C -7.55210 0.01674 0.09963 -0.2 -0.1 0.0
O -6.42951 0.84229 0.27728 0.3 0.1 0.0
C -5.18836 0.27248 0.20484 0.1 0.1 0.0
C -4.93627 -1.07233 -0.03736 -0.3 0.1 0.0
C -3.63552 -1.53855 -0.08363 0.2 0.1 0.0
C -2.54701 -0.68687 0.09443 -0.3 0.0 0.0
N -1.25098 -1.21905 0.08648 0.2 -0.1 0.1
C -0.16240 -0.41162 0.58752 0.2 -0.2 0.2
C 0.99548 -1.33753 0.98062 -0.1 0.5 0.3
N 1.39488 -2.14310 -0.14657 -0.3 -0.1 0.1
C 2.60589 -2.16074 -0.74624 0.1 0.0 0.1
O 2.87147 -2.91327 -1.66624 0.2 -0.1 -0.2
C 3.61184 -1.18050 -0.22279 0.3 0.2 -0.2
C 4.78979 -1.61904 0.36522 -0.1 0.0 0.0
C 5.72283 -0.69517 0.80353 0.0 0.0 0.0
C 5.48595 0.66087 0.66025 -0.1 0.1 -0.1
C 4.32080 1.10900 0.05155 0.0 0.0 0.0
C 4.06192 2.59208 -0.10768 0.4 -0.2 0.1
N 2.65814 2.89882 -0.06410 -0.4 0.3 -0.4
C 1.81088 3.00727 -1.10685 -0.5 0.1 0.0
C 0.55378 3.18789 -0.56459 0.3 -0.1 -0.2
Cl -0.92218 3.38693 -1.41768 0.0 0.0 0.0
C 0.74966 3.16615 0.82466 0.0 0.0 -0.4
N 2.02611 2.98418 1.09803 0.3 -0.1 0.8
C 3.39615 0.18045 -0.39948 0.1 -0.1 0.0
C 0.30266 -2.92999 -0.67680 -0.2 -0.1 -0.5
C -0.83920 -1.99216 -1.07001 0.1 -0.3 0.0
C -2.81181 0.66234 0.33663 0.1 -0.2 -0.1
C -4.10730 1.12995 0.39455 -0.4 -0.1 0.0
H -7.60320 -0.76573 0.86455 0.0 0.0 0.0
H -7.56035 -0.44607 -0.89322 0.0 0.0 0.0
H -8.41790 0.67013 0.19729 0.0 -0.1 0.0
H -5.74300 -1.77366 -0.18303 -0.1 0.0 0.0
H -3.46940 -2.59253 -0.24866 0.0 -0.1 0.0
H -0.49105 0.12922 1.47550 0.0 0.0 0.0
H 0.19091 0.31733 -0.16124 0.0 0.0 0.0
H 1.83597 -0.75370 1.35454 -0.1 -0.1 0.0
H 0.64709 -2.00837 1.77571 0.0 0.1 0.0
H 4.96512 -2.67763 0.47956 0.0 -0.1 0.0
H 6.63718 -1.03323 1.26730 0.1 0.0 0.1
H 6.21150 1.37653 1.01804 0.1 0.1 0.1
H 4.46529 2.94276 -1.06315 -0.1 0.1 0.1
H 4.55061 3.13555 0.70497 -0.1 0.0 -0.2
H 2.13514 2.96440 -2.12611 0.1 0.0 -0.2
H 0.02755 3.28007 1.60654 -0.2 0.0 0.2
H 2.49210 0.50987 -0.89079 -0.1 0.0 0.0
H 0.67290 -3.48167 -1.54218 -0.1 0.0 0.1
H -0.04311 -3.63289 0.08874 0.0 0.0 0.0
H -1.68011 -2.57086 -1.44819 0.0 0.0 0.0
H -0.48784 -1.32580 -1.87690 0.0 0.0 0.0
H -2.00464 1.36463 0.46774 0.1 0.1 0.0
H -4.30635 2.17414 0.57781 0.0 0.1 0.0
```
Forces are in eV/Å.

## Properties
frontier orbital gap: 8.209 eV
SMILES: COc1ccc(N2CCN(C(=O)c3cccc(Cn4cc(Cl)cn4)c3)CC2)cc1
LUMO level: 0.7 eV
HOMO energy: -7.54 eV
energy relative to the best compared isomer or geometry (same formula, charge and spin): 117.8 kJ/mol
E: -1681.827818 Eh
2S+1: 1
charge: 0

---

> Number 3 is which compound?

C22H23ClN4O2

---

> Among the records above, which one has the lowest E?

C28H52F3IO8S